[1]
This record from OMol25 describes C23H22BrLuN5O3Se2 as an isolated structure. The level of theory is the ωB97M-V functional and the def2-TZVPD basis.

For the gap between HOMO and LUMO, the calculation gives 5.41 eV. As for the multiplicity: 1. Its total charge is +1. The lowest unoccupied orbital energy is -2.8 eV. For the total energy, the calculation gives -10001.3327 Ha.

Structure (XYZ):
```
57
Properties=species:S:1:pos:R:3:lowdin_charge:R:1
Lu -0.239 0.456 0.255 1.36
Se -3.302 -0.554 2.449 0.71
Se -2.437 1.422 3.348 0.74
C -0.698 0.701 3.693 -0.73
C -0.285 0.538 5.021 -0.09
C 0.958 0.017 5.272 -0.05
C 1.775 -0.336 4.197 -0.05
C 1.333 -0.134 2.915 -0.24
N 0.073 0.398 2.672 -0.28
C -3.646 0.170 0.700 -0.67
C -4.975 0.333 0.319 -0.09
C -5.256 0.839 -0.930 -0.04
C -4.200 1.175 -1.765 -0.02
C -2.907 0.991 -1.327 -0.12
N -2.625 0.483 -0.094 -0.07
H -0.945 0.810 5.832 0.10
H 1.295 -0.128 6.290 0.12
H 2.753 -0.765 4.367 0.12
H 1.949 -0.409 2.091 0.08
H -5.770 0.064 0.999 0.10
H -6.280 0.976 -1.250 0.12
H -4.382 1.583 -2.750 0.12
H -2.107 1.265 -1.966 0.08
C 0.212 -4.033 0.304 0.04
C -0.134 -2.670 -0.185 -0.47
O -0.274 -1.660 0.513 -0.12
N -0.251 -2.451 -1.522 0.09
C -1.189 -1.456 -2.121 -0.07
C -0.600 -0.202 -2.825 -0.29
C -0.633 -0.005 -4.197 -0.01
C -0.255 1.238 -4.646 -0.03
C 0.103 2.221 -3.725 -0.02
C 0.097 1.972 -2.369 -0.10
N -0.157 0.691 -1.974 -0.07
H 0.291 -4.040 1.387 0.10
H 1.163 -4.346 -0.128 0.10
H -0.557 -4.739 -0.009 0.10
H -0.094 -3.257 -2.110 0.14
H -1.959 -1.134 -1.374 0.11
H -1.748 -2.011 -2.877 0.13
H -0.937 -0.797 -4.868 0.12
H -0.251 1.467 -5.704 0.12
H 0.376 3.203 -4.087 0.12
H 0.356 2.730 -1.643 0.09
O 6.139 0.908 0.589 0.11
C 4.824 0.707 0.416 -0.30
C 4.319 -0.236 -0.491 0.01
C 2.958 -0.366 -0.596 -0.12
N 2.079 0.352 0.120 -0.10
C 2.595 1.266 0.994 -0.60
Br 1.297 2.253 1.939 1.14
C 3.950 1.473 1.172 0.00
H 6.648 0.326 0.014 0.12
H 4.973 -0.848 -1.098 0.12
H 2.523 -1.081 -1.285 0.11
H 4.319 2.207 1.872 0.13
O -0.262 2.419 0.177 -0.89
```

[2]
This record from OMol25 describes a 2-piece molecular cluster, C23H22BrNO2S overall. The level of theory is the ωB97M-V functional and the def2-TZVPD basis.

For the gap between HOMO and LUMO, the calculation gives 4.90 eV. As for the multiplicity: 1. Its total charge is 0. The lowest unoccupied orbital energy is -1.2 eV. For the total energy, the calculation gives -4066.9765 Ha.

Structure (XYZ):
```
50
Properties=species:S:1:pos:R:3:lowdin_charge:R:1
Br -0.886 2.568 2.942 0.65
C 0.610 2.477 1.757 -0.72
C 0.668 3.314 0.628 -0.17
C 1.654 3.101 -0.332 -0.14
C 2.536 1.979 -0.218 -0.81
S 3.397 1.285 -1.477 0.56
C 2.625 1.351 1.064 -0.15
C 1.636 1.550 2.014 -0.16
H -0.074 4.104 0.513 0.09
H 1.729 3.750 -1.204 0.09
H 3.433 0.641 1.232 0.09
H 1.637 0.981 2.939 0.09
C 9.722 -2.463 -0.283 -0.07
O 8.538 -3.146 0.170 -0.09
C 7.351 -2.770 -0.375 -0.26
C 6.192 -3.435 0.105 0.00
C 4.956 -3.093 -0.401 -0.02
C 4.838 -2.143 -1.437 -0.23
C 3.534 -1.880 -2.032 -0.04
C 3.289 -1.905 -3.367 -0.15
C 1.931 -1.684 -3.969 -0.05
N 0.836 -1.428 -2.946 -0.04
C 0.678 -0.184 -2.448 -0.04
C -0.224 0.054 -1.423 0.01
C -0.955 -1.002 -0.878 0.00
C -0.774 -2.275 -1.418 -0.03
C 0.118 -2.468 -2.461 -0.02
C 4.401 -2.277 -4.345 -0.40
C 4.718 -1.278 -5.436 -0.01
O 5.003 -3.345 -4.293 0.09
C 5.992 -1.468 -1.880 -0.03
C 7.240 -1.765 -1.366 0.00
H 10.526 -2.894 0.312 0.09
H 9.895 -2.652 -1.349 0.09
H 9.648 -1.385 -0.100 0.09
H 6.319 -4.214 0.856 0.12
H 4.058 -3.609 -0.061 0.12
H 2.690 -1.732 -1.358 0.11
H 1.943 -0.831 -4.658 0.13
H 1.627 -2.581 -4.523 0.14
H 1.326 0.588 -2.872 0.08
H -0.332 1.078 -1.069 0.12
H -1.649 -0.823 -0.062 0.13
H -1.322 -3.142 -1.050 0.12
H 0.294 -3.431 -2.947 0.15
H 4.172 -0.339 -5.307 0.08
H 5.797 -1.062 -5.435 0.10
H 4.469 -1.712 -6.414 0.09
H 5.907 -0.701 -2.652 0.12
H 8.132 -1.259 -1.742 0.10
```

Copy entry 1 word for word.
This record from OMol25 describes C23H22BrLuN5O3Se2 as an isolated structure. The level of theory is the ωB97M-V functional and the def2-TZVPD basis.

For the gap between HOMO and LUMO, the calculation gives 5.41 eV. As for the multiplicity: 1. Its total charge is +1. The lowest unoccupied orbital energy is -2.8 eV. For the total energy, the calculation gives -10001.3327 Ha.

Structure (XYZ):
```
57
Properties=species:S:1:pos:R:3:lowdin_charge:R:1
Lu -0.239 0.456 0.255 1.36
Se -3.302 -0.554 2.449 0.71
Se -2.437 1.422 3.348 0.74
C -0.698 0.701 3.693 -0.73
C -0.285 0.538 5.021 -0.09
C 0.958 0.017 5.272 -0.05
C 1.775 -0.336 4.197 -0.05
C 1.333 -0.134 2.915 -0.24
N 0.073 0.398 2.672 -0.28
C -3.646 0.170 0.700 -0.67
C -4.975 0.333 0.319 -0.09
C -5.256 0.839 -0.930 -0.04
C -4.200 1.175 -1.765 -0.02
C -2.907 0.991 -1.327 -0.12
N -2.625 0.483 -0.094 -0.07
H -0.945 0.810 5.832 0.10
H 1.295 -0.128 6.290 0.12
H 2.753 -0.765 4.367 0.12
H 1.949 -0.409 2.091 0.08
H -5.770 0.064 0.999 0.10
H -6.280 0.976 -1.250 0.12
H -4.382 1.583 -2.750 0.12
H -2.107 1.265 -1.966 0.08
C 0.212 -4.033 0.304 0.04
C -0.134 -2.670 -0.185 -0.47
O -0.274 -1.660 0.513 -0.12
N -0.251 -2.451 -1.522 0.09
C -1.189 -1.456 -2.121 -0.07
C -0.600 -0.202 -2.825 -0.29
C -0.633 -0.005 -4.197 -0.01
C -0.255 1.238 -4.646 -0.03
C 0.103 2.221 -3.725 -0.02
C 0.097 1.972 -2.369 -0.10
N -0.157 0.691 -1.974 -0.07
H 0.291 -4.040 1.387 0.10
H 1.163 -4.346 -0.128 0.10
H -0.557 -4.739 -0.009 0.10
H -0.094 -3.257 -2.110 0.14
H -1.959 -1.134 -1.374 0.11
H -1.748 -2.011 -2.877 0.13
H -0.937 -0.797 -4.868 0.12
H -0.251 1.467 -5.704 0.12
H 0.376 3.203 -4.087 0.12
H 0.356 2.730 -1.643 0.09
O 6.139 0.908 0.589 0.11
C 4.824 0.707 0.416 -0.30
C 4.319 -0.236 -0.491 0.01
C 2.958 -0.366 -0.596 -0.12
N 2.079 0.352 0.120 -0.10
C 2.595 1.266 0.994 -0.60
Br 1.297 2.253 1.939 1.14
C 3.950 1.473 1.172 0.00
H 6.648 0.326 0.014 0.12
H 4.973 -0.848 -1.098 0.12
H 2.523 -1.081 -1.285 0.11
H 4.319 2.207 1.872 0.13
O -0.262 2.419 0.177 -0.89
```

- Look up the multiplicity of the second one.
  1

Please write out number 1 again, unchanged.
This record from OMol25 describes C23H22BrLuN5O3Se2 as an isolated structure. The level of theory is the ωB97M-V functional and the def2-TZVPD basis.

For the gap between HOMO and LUMO, the calculation gives 5.41 eV. As for the multiplicity: 1. Its total charge is +1. The lowest unoccupied orbital energy is -2.8 eV. For the total energy, the calculation gives -10001.3327 Ha.

Structure (XYZ):
```
57
Properties=species:S:1:pos:R:3:lowdin_charge:R:1
Lu -0.239 0.456 0.255 1.36
Se -3.302 -0.554 2.449 0.71
Se -2.437 1.422 3.348 0.74
C -0.698 0.701 3.693 -0.73
C -0.285 0.538 5.021 -0.09
C 0.958 0.017 5.272 -0.05
C 1.775 -0.336 4.197 -0.05
C 1.333 -0.134 2.915 -0.24
N 0.073 0.398 2.672 -0.28
C -3.646 0.170 0.700 -0.67
C -4.975 0.333 0.319 -0.09
C -5.256 0.839 -0.930 -0.04
C -4.200 1.175 -1.765 -0.02
C -2.907 0.991 -1.327 -0.12
N -2.625 0.483 -0.094 -0.07
H -0.945 0.810 5.832 0.10
H 1.295 -0.128 6.290 0.12
H 2.753 -0.765 4.367 0.12
H 1.949 -0.409 2.091 0.08
H -5.770 0.064 0.999 0.10
H -6.280 0.976 -1.250 0.12
H -4.382 1.583 -2.750 0.12
H -2.107 1.265 -1.966 0.08
C 0.212 -4.033 0.304 0.04
C -0.134 -2.670 -0.185 -0.47
O -0.274 -1.660 0.513 -0.12
N -0.251 -2.451 -1.522 0.09
C -1.189 -1.456 -2.121 -0.07
C -0.600 -0.202 -2.825 -0.29
C -0.633 -0.005 -4.197 -0.01
C -0.255 1.238 -4.646 -0.03
C 0.103 2.221 -3.725 -0.02
C 0.097 1.972 -2.369 -0.10
N -0.157 0.691 -1.974 -0.07
H 0.291 -4.040 1.387 0.10
H 1.163 -4.346 -0.128 0.10
H -0.557 -4.739 -0.009 0.10
H -0.094 -3.257 -2.110 0.14
H -1.959 -1.134 -1.374 0.11
H -1.748 -2.011 -2.877 0.13
H -0.937 -0.797 -4.868 0.12
H -0.251 1.467 -5.704 0.12
H 0.376 3.203 -4.087 0.12
H 0.356 2.730 -1.643 0.09
O 6.139 0.908 0.589 0.11
C 4.824 0.707 0.416 -0.30
C 4.319 -0.236 -0.491 0.01
C 2.958 -0.366 -0.596 -0.12
N 2.079 0.352 0.120 -0.10
C 2.595 1.266 0.994 -0.60
Br 1.297 2.253 1.939 1.14
C 3.950 1.473 1.172 0.00
H 6.648 0.326 0.014 0.12
H 4.973 -0.848 -1.098 0.12
H 2.523 -1.081 -1.285 0.11
H 4.319 2.207 1.872 0.13
O -0.262 2.419 0.177 -0.89
```

- What is the total charge in the first record?
  +1